Formula: C8H18CdO4
Source: the Open Molecules 2025 dataset
Level of theory: ωB97M-V/def2-TZVPD

```
! wB97M-V def2-TZVPD RIJCOSX def2/J DEFGRID3
* xyz 1 2
C 1.985 2.114 1.587
O 1.585 0.973 0.821
C 1.314 1.271 -0.565
C 0.972 0.023 -1.304
C 1.983 -1.070 -1.426
O 2.112 -1.780 -0.169
C 2.905 -2.968 -0.262
Cd 1.431 -0.885 1.444
H 2.163 1.777 2.613
H 2.909 2.527 1.163
H 1.182 2.862 1.571
H 2.219 1.743 -0.986
H 0.484 1.989 -0.603
H 0.330 0.157 -2.174
H 2.978 -0.673 -1.683
H 1.671 -1.798 -2.184
H 3.062 -3.341 0.755
H 2.366 -3.716 -0.857
H 3.868 -2.725 -0.729
H -0.969 -0.690 -0.583
O -4.993 1.113 1.955
C -3.993 1.593 1.175
C -3.519 0.660 0.064
O -2.858 -0.464 0.609
C -2.097 -1.171 -0.315
H -3.084 1.872 1.772
H -4.275 2.548 0.654
H -2.831 1.199 -0.619
H -4.389 0.323 -0.533
H -1.893 -2.169 0.089
H -2.617 -1.293 -1.280
*
```

The calculation puts the HOMO-LUMO gap (alpha / beta) at 7.12 / 7.55 eV. The value obtained for the HOMO energy (alpha / beta) is -0.400 / -0.469 hartree. Its max |F| is 5.61 eV Å⁻¹. Its expectation value of S² is 1.759.

---

Formula: C8H18Cl2GdO2PS
Source: the Open Molecules 2025 dataset
Level of theory: ωB97M-V/def2-TZVPD

```
! wB97M-V def2-TZVPD RIJCOSX def2/J DEFGRID3
* xyz 2 8
C 0.018 -3.905 -3.739
C 0.235 -3.109 -2.482
H -1.049 -4.080 -3.950
H 0.548 -4.872 -3.679
H 0.475 -3.361 -4.586
O -0.607 -2.567 -1.747
Cl 1.956 -2.888 -2.087
Gd 0.211 -0.650 -0.145
P 0.048 2.262 -0.667
C -1.254 3.496 -0.796
C 1.520 3.362 -0.668
H 0.996 1.009 -2.587
H 0.234 2.608 -3.013
H -0.835 1.179 -2.688
C 0.120 1.671 -2.438
H 2.431 2.752 -0.728
H 1.427 4.028 -1.542
H -1.017 4.182 -1.627
H -1.315 4.068 0.136
H 1.508 3.949 0.260
H -2.215 3.011 -0.990
C -1.600 1.259 1.314
O -2.468 1.818 1.866
Cl 2.666 -0.036 0.055
C 0.963 -2.376 4.283
S 0.188 -1.257 2.973
C -1.414 -0.971 3.793
H 1.993 -2.601 3.938
H 0.468 -3.343 4.412
H 1.038 -1.897 5.265
H -1.658 -1.705 4.570
H -1.401 0.026 4.249
H -2.210 -1.061 3.043
*
```

The calculation puts the HOMO-LUMO gap (alpha / beta) at 6.44 / 3.63 eV. The value obtained for the HOMO energy (alpha / beta) is -0.511 / -0.550 hartree. Its max |F| is 5.86 eV Å⁻¹. Its expectation value of S² is 15.782. As for the relative energy (zero: lowest compared OMol25 entry of this formula, charge and spin): 92.2 kcal per mole.

---

Formula: C8H18Cl2O3PPrS
Source: the Open Molecules 2025 dataset
Level of theory: ωB97M-V/def2-TZVPD

```
! wB97M-V def2-TZVPD RIJCOSX def2/J DEFGRID3
* xyz 2 3
C -0.273 1.978 2.445
C 0.804 1.401 1.675
H 0.253 2.843 2.846
H -0.616 1.244 3.203
H -1.143 2.292 1.821
O 1.988 1.151 1.552
Cl -2.815 -0.107 1.396
Pr -0.547 -0.579 0.124
P -0.934 1.749 -1.577
C 0.444 2.122 -2.656
C -2.292 1.064 -2.565
H -2.324 2.947 -0.029
H -1.773 3.872 -1.510
H -0.640 3.596 -0.098
C -1.483 3.210 -0.689
H -2.957 0.433 -1.950
H -2.816 1.943 -2.953
H 0.045 2.925 -3.284
H 0.710 1.224 -3.229
H -1.860 0.429 -3.351
H 1.305 2.443 -2.054
C 1.848 -0.222 -1.022
O 2.869 -0.344 -1.507
Cl -1.064 -1.884 -1.986
C 1.569 -3.566 2.893
S 1.812 -2.722 1.370
C 1.294 -3.930 0.175
O 0.484 -1.908 1.569
H 2.331 -4.339 2.946
H 0.547 -3.959 2.855
H 1.657 -2.838 3.712
H 0.250 -4.174 0.414
H 1.353 -3.514 -0.844
H 1.973 -4.783 0.309
*
```

The calculation puts the HOMO-LUMO gap (alpha / beta) at 4.91 / 6.62 eV. The value obtained for the HOMO energy (alpha / beta) is -0.570 / -0.595 hartree. Its max |F| is 7.54 eV Å⁻¹. Its expectation value of S² is 2.222. As for the relative energy (zero: lowest compared OMol25 entry of this formula, charge and spin): 51.5 kcal per mole.